23
Properties=species:S:1:pos:R:3:forces:R:3 method="wB97M-V/def2-TZVPD" relative_energy_kcal_mol=20.3 homo_ev=-10.009 e_lumo_ev=0.4100 charge=0 smiles="CC/C(=N/C=O)NC=O.[H]/N=C/O"
O -1.577 0.730 -1.292 -0.0898 0.4710 -0.0313
O 2.331 -2.561 0.092 -0.2974 -0.3910 0.0063
O -3.721 0.167 0.392 -0.4238 0.7369 -0.2095
N 2.331 -0.282 -0.095 -0.0461 0.8598 0.5572
N 0.254 -0.633 -1.040 0.3894 -0.2975 0.0409
N -2.213 -1.512 0.349 0.3305 -0.3701 -0.0295
C 2.842 -1.523 -0.257 0.6401 -0.1776 -0.3064
C -1.021 -0.334 -1.433 -0.1155 -0.2859 -0.5975
C -3.251 -0.980 0.826 -0.0408 -0.7204 0.5553
C 1.148 0.134 -0.309 -0.0912 -0.1250 -0.5096
C 1.754 2.183 1.008 -0.0867 -0.1094 -0.1319
C 0.738 1.507 0.096 0.0634 0.3403 0.3605
H -1.465 -1.160 -2.009 0.1139 0.1151 0.1103
H 0.561 -1.586 -1.202 -0.1395 0.0931 0.0308
H -3.874 -1.390 1.633 0.1576 0.0920 -0.1735
H -0.239 1.453 0.580 -0.0038 0.0182 -0.1448
H -1.934 -2.393 0.762 -0.3230 0.0229 0.2679
H 2.755 2.078 0.599 0.0778 0.0621 0.0522
H 3.866 -1.478 -0.673 -0.1255 -0.2021 -0.0008
H -3.135 0.524 -0.310 0.0733 -0.1252 0.0298
H 1.737 1.728 1.997 0.0939 0.0056 0.0378
H 1.518 3.239 1.104 -0.0332 0.0563 0.0528
H 0.595 2.090 -0.819 -0.1234 -0.0693 0.0331

***

108
Properties=species:S:1:pos:R:3:forces:R:3 method="wB97M-V/def2-TZVPD" homo_ev=-11.218 e_lumo_ev=-6.9642 charge=+2
Sb 5.934 -1.799 0.194 -1.3539 0.4389 0.3902
Tc 0.542 -1.311 -1.097 0.8410 0.0289 0.4244
S 2.199 -0.531 -2.558 -0.2808 -0.0053 0.7061
S 4.852 -4.067 0.115 -0.1008 1.3070 0.4620
S -1.668 0.349 2.019 -0.3229 2.0411 -0.8126
S -1.353 -1.786 -2.190 -0.3512 -0.4066 -0.4701
S 4.382 -0.147 0.751 0.8767 -1.4882 -0.5074
S 1.490 -3.036 -0.041 0.6842 -0.4858 0.5265
S 3.245 -3.618 -1.080 -0.3963 0.2149 -0.8226
F -2.343 -6.053 7.377 -1.3740 1.5141 -1.0307
F -3.363 -4.092 7.728 0.3448 -1.5330 -1.6325
F -4.386 -5.675 6.539 1.8358 0.8858 0.1002
N 0.058 1.196 -3.033 1.3685 -0.7339 0.2083
N 0.563 0.229 0.255 1.4319 -0.6460 -0.5026
N 0.956 0.789 2.461 -0.0476 1.7658 -0.6216
N 1.233 0.650 -4.829 -0.5326 -0.0047 -0.7701
N 0.402 3.793 0.713 0.7070 -0.0886 -0.4594
N -3.713 -0.555 -1.680 1.1880 1.3392 0.2765
N 3.387 3.336 0.281 -2.0417 -1.8025 -0.4944
N 0.216 1.504 -0.188 0.0571 0.0698 -1.3134
N -1.959 0.841 -1.440 -0.8835 -1.5205 -0.8057
C -6.016 -1.448 -1.303 -0.2312 0.8460 0.2757
C 2.058 -1.032 3.671 1.0642 0.1185 -0.6879
C -1.277 -3.334 3.367 -0.1463 -1.2280 0.8895
C -2.515 -4.558 5.559 0.7226 1.5540 -2.5784
C -3.287 -4.151 4.424 0.0500 -0.5895 1.1969
C 0.148 1.456 -5.270 0.5938 -0.3427 0.9796
C 4.669 3.148 -0.372 0.6067 0.4402 -1.1527
C -0.487 -3.911 4.397 0.5933 1.0652 -0.8946
C -4.194 0.735 -1.507 -0.4541 0.1634 0.1223
C -1.103 -4.365 5.527 -1.1516 -1.1676 1.2146
C 0.039 -0.034 1.612 -1.1163 -0.9175 0.0725
C -4.581 -2.378 -3.109 -0.2035 0.3065 0.2895
C -0.520 1.798 -4.136 -0.1000 -0.2045 -0.1287
C 0.482 4.799 -0.339 -0.5907 0.6675 0.6604
C -4.012 -2.758 -0.650 0.5073 -0.1499 0.2562
C 0.054 0.219 4.700 0.5989 0.0418 1.0866
C 1.319 0.303 3.829 0.1228 0.1854 0.7199
C 1.551 -0.686 -6.918 0.1539 0.0286 -0.1327
C -0.801 3.950 1.499 -0.6126 0.0434 1.0810
C 1.241 1.996 2.018 -0.5906 -2.3493 0.0065
C -3.136 1.566 -1.318 0.1514 -0.4731 -0.1565
C 3.425 4.203 1.441 0.8260 0.2531 1.0238
C -0.668 -2.387 2.551 2.4161 2.7032 -3.8045
C 2.327 1.291 4.404 0.5214 0.9075 -0.2315
C 3.416 -0.648 -5.267 0.1945 -0.3790 0.7636
C 2.888 1.387 -6.492 -0.0530 1.5321 0.8946
C 1.137 0.452 -3.501 -1.0384 1.4707 -0.1369
C 2.258 0.170 -5.835 0.1024 -0.3498 -0.9821
C 1.024 2.495 0.564 -2.4550 0.1998 -0.1625
C -2.664 -3.563 3.347 0.3481 0.5758 -0.5080
C -2.345 -0.475 -1.682 -0.6112 1.6056 0.1961
C -4.567 -1.770 -1.688 -0.6629 -1.2405 -0.3607
C -3.155 -5.091 6.752 -1.0798 -1.1497 3.5025
C 2.366 2.615 -0.129 1.6919 2.5293 1.3399
C -0.196 -1.460 1.828 -0.9689 -3.4859 2.9495
B -0.574 1.597 -1.551 0.5765 -0.0004 0.7761
H -0.487 4.919 -0.901 0.9929 -0.2858 0.3349
H -0.028 1.670 -6.327 0.1652 0.0050 0.7475
H 3.947 3.640 2.250 -0.3873 0.4820 -0.3761
H -0.526 -4.603 6.429 -0.2216 -0.2007 -0.5649
H -3.222 -3.242 2.458 0.0998 0.0529 0.6238
H 4.549 3.426 -1.437 0.3112 -0.1296 0.5022
H 2.227 -1.455 4.670 0.0032 0.1429 -0.2539
H -0.695 4.783 2.228 0.1272 -0.3744 -0.3796
H -0.724 2.764 -1.624 -0.5247 0.3937 -0.3542
H 2.176 2.062 -7.001 0.2209 -0.4094 0.2310
H -6.527 -0.734 -1.987 0.4437 -0.4485 0.3386
H -4.752 -3.513 -0.376 -0.1046 0.1659 -0.1884
H 2.459 2.202 -1.108 0.2415 -0.9216 -0.4650
H 3.170 1.401 3.663 -0.6171 0.0281 0.8173
H 3.632 1.083 -7.215 0.1215 -0.1389 -0.1446
H 4.990 2.106 -0.284 -0.1262 0.1619 0.0313
H -3.141 -3.306 -1.052 -0.3907 0.3409 0.4120
H -4.384 -4.209 4.410 0.6119 -0.3419 0.1911
H -5.418 -3.093 -3.221 0.4310 0.4560 0.0914
H -5.269 0.943 -1.590 0.8488 -0.0353 0.3313
H 5.390 3.803 0.119 -0.0216 -0.1237 -0.2927
H -0.487 -0.714 4.548 -0.0443 0.2101 -0.0442
H 3.405 1.991 -5.695 -0.3736 -0.4357 -0.7881
H -1.383 2.419 -3.963 -0.0265 -0.0030 -0.3439
H 2.338 -1.025 -7.653 -0.9998 0.3872 0.7045
H 4.122 -0.890 -6.091 -0.5056 0.3244 0.5188
H -3.076 2.622 -1.130 -0.2359 0.0379 -0.0089
H -6.613 -2.372 -1.322 0.3900 0.2910 0.0555
H 0.374 0.279 5.770 -0.1288 -0.2447 -0.7593
H 0.767 -0.094 -7.444 0.6037 -0.5172 0.2119
H 3.037 -1.603 -4.864 0.3879 0.3885 -0.1313
H 4.059 5.069 1.180 -0.3495 -0.4138 0.1159
H -3.730 -2.220 0.280 -0.0380 -0.2693 -0.4986
H -1.076 3.039 2.063 0.1416 0.2535 -0.4035
H 2.449 4.561 1.756 -0.0829 -0.2648 -0.1567
H 0.619 -3.898 4.269 -0.9760 0.2217 0.4436
H 1.310 4.587 -0.995 0.1295 0.0759 -0.5187
H 1.640 0.197 0.258 -1.0608 -0.3877 0.4684
H -1.659 4.230 0.870 0.1330 -0.3216 -0.0047
H -6.034 -1.030 -0.280 -0.2048 -0.1660 -0.3898
H -0.599 1.070 4.532 -0.0667 -0.0670 -0.1227
H -3.654 -2.923 -3.262 0.0801 0.0643 -0.4147
H 2.751 0.915 5.339 -0.1542 -0.0966 -0.2220
H 3.050 -0.820 3.170 -0.9312 -0.3786 0.6587
H 0.682 5.762 0.179 -0.1050 -0.3136 -0.5586
H 3.963 -0.098 -4.454 -0.3936 -0.5396 -0.8827
H 1.083 -1.573 -6.458 0.1756 0.3150 -0.2578
H 1.896 2.294 4.641 0.2397 -0.7109 -0.1640
H 1.595 2.740 2.705 0.3511 -0.0440 0.1132
H -4.700 -1.542 -3.821 0.0692 -0.6115 0.0389
H 1.528 -1.763 3.049 0.3257 0.2964 0.4775

***

9
Properties=species:S:1:pos:R:3:forces:R:3 method="wB97M-V/def2-TZVPD" relative_energy_kcal_mol=145.9 homo_ev=-10.014 e_lumo_ev=0.3249 charge=0
Cl -1.585 0.600 2.071 -0.5057 0.3293 0.7746
F 2.016 0.255 -1.255 -0.5258 1.0721 -0.4761
F 1.417 -1.603 -0.536 -0.9437 -0.4611 0.4230
N -0.566 1.157 -0.572 -0.6701 3.6791 -3.7009
N -0.851 -0.717 1.277 1.3990 1.3732 -3.4891
N 1.304 -0.278 -0.216 1.0081 -0.5484 0.9392
C -0.033 0.205 -0.113 0.1621 -5.5332 3.5382
H -1.663 -1.156 0.778 0.9843 0.4209 0.2346
H -0.040 1.537 -1.434 -0.9082 -0.3318 1.7564